# 1
85
Properties=species:S:1:pos:R:3:mulliken_spin:R:1 method="wB97M-V/def2-TZVPD" total_charge=+1 lumo_energy_ha="-0.101 / -0.105" de_lowest_kcal_mol=1.6 orbital_gap_ev="6.6616 / 7.4458" multiplicity=4
V 2.505 0.503 -0.644 2.81
C 4.138 -0.688 0.484 -0.01
C 3.616 0.291 1.376 0.01
C 3.921 1.564 0.845 -0.02
C 4.619 1.385 -0.371 0.00
C 4.758 -0.009 -0.586 0.06
H 4.113 -1.758 0.621 0.01
H 3.158 0.094 2.336 0.01
H 3.677 2.515 1.296 0.00
H 4.992 2.167 -1.013 0.00
H 5.247 -0.471 -1.429 0.01
C 2.588 -0.872 -3.584 0.06
N 2.064 0.183 -2.733 -0.10
C 1.277 1.063 -3.241 0.05
C 0.825 2.148 -2.422 0.03
C 0.103 3.302 -2.722 0.04
C 0.156 4.099 -1.573 0.00
C 0.917 3.387 -0.641 0.07
N 1.305 2.193 -1.134 -0.10
C 4.062 -0.687 -3.876 0.03
C 4.611 0.579 -4.044 -0.01
C 5.966 0.727 -4.303 0.01
C 6.786 -0.389 -4.399 0.00
C 6.242 -1.655 -4.239 0.00
C 4.887 -1.801 -3.978 -0.01
H 2.025 -0.922 -4.524 0.00
H 2.452 -1.827 -3.071 -0.01
H 0.972 1.008 -4.288 0.00
H -0.364 3.542 -3.665 0.00
H -0.254 5.089 -1.447 0.00
H 1.250 3.715 0.336 -0.01
H 3.987 1.459 -3.951 0.00
H 6.384 1.718 -4.426 0.00
H 7.843 -0.273 -4.595 0.00
H 6.874 -2.530 -4.311 0.00
H 4.469 -2.792 -3.839 0.00
N -2.476 0.141 2.321 0.00
C -2.843 1.300 3.164 0.00
C -3.611 2.352 2.359 0.00
C -2.789 3.140 1.337 0.00
N -2.449 2.313 0.168 0.00
C -1.501 3.656 1.975 0.00
C -0.707 2.579 2.706 0.01
N -0.210 1.524 1.750 0.04
C -1.563 1.893 3.765 0.00
H -3.187 -0.021 1.617 0.00
H -2.437 -0.719 2.863 0.00
H -0.966 0.790 1.701 0.01
H -3.492 0.986 3.986 0.00
H -4.034 3.068 3.068 0.00
H -4.465 1.877 1.865 0.00
H -3.384 4.015 1.049 0.00
H -1.940 2.872 -0.516 0.00
H -3.297 2.003 -0.294 0.00
H -1.753 4.419 2.715 0.00
H -0.882 4.141 1.220 0.00
H 0.173 3.033 3.162 0.00
H 0.659 1.098 2.071 0.01
H -0.051 1.899 0.807 -0.04
H -1.815 2.638 4.523 0.00
H -0.995 1.107 4.273 0.00
N -3.590 -3.583 0.073 0.00
C -4.542 -4.205 0.863 0.00
C -5.719 -4.880 0.558 0.00
C -6.443 -5.366 1.627 0.00
C -6.011 -5.189 2.953 0.00
C -4.840 -4.523 3.246 0.00
C -4.093 -4.027 2.177 0.00
N -2.890 -3.333 2.179 0.01
C -2.631 -3.104 0.921 0.00
C -1.457 -2.338 0.483 0.01
C -1.514 -1.432 -0.566 0.01
C -0.400 -0.660 -0.852 0.12
N 0.749 -0.759 -0.176 -0.12
C 0.807 -1.666 0.816 0.04
C -0.260 -2.455 1.184 0.00
H -3.522 -3.629 -0.929 0.00
H -6.055 -5.020 -0.461 0.00
H -7.366 -5.898 1.442 0.00
H -6.612 -5.591 3.757 0.00
H -4.499 -4.394 4.264 0.00
H -2.420 -1.290 -1.141 0.00
H -0.435 0.083 -1.637 -0.01
H 1.759 -1.751 1.321 -0.01
H -0.172 -3.159 1.999 0.00

# 2
69
Properties=species:S:1:pos:R:3:mulliken_charge:R:1 method="wB97M-V/def2-TZVPD" total_charge=+4 lumo_energy_ha="-0.552 / -0.510" de_lowest_kcal_mol=0.0 orbital_gap_ev="3.6123 / 4.7866"
Pb -0.544 0.213 0.837 0.79
P 1.920 1.177 2.144 0.69
P -1.042 2.710 -0.377 0.72
P 1.841 -0.442 -0.786 0.57
H -1.213 -4.510 1.032 0.27
C -0.157 -4.771 0.971 -0.52
C 0.642 -4.500 2.019 -0.57
H 0.289 -3.944 2.887 0.24
C 1.751 1.602 3.916 -1.25
C 2.891 2.644 1.630 -1.24
C 3.267 -0.047 2.364 -1.22
C -2.348 2.245 -1.583 -0.44
C -1.879 4.036 0.541 -1.17
C 0.168 3.486 -1.514 -1.13
C 2.549 -2.089 -0.399 -0.98
C 3.239 0.575 -1.409 -1.24
C 0.965 -0.826 -2.326 -1.42
H 0.177 -5.322 0.098 0.31
H 1.661 -4.912 2.068 0.31
H 1.420 0.725 4.486 0.32
H 1.042 2.428 4.051 0.38
H 2.748 1.914 4.259 0.58
H 2.249 3.533 1.674 0.40
H 3.286 2.529 0.615 0.32
H 3.719 2.756 2.344 0.47
H 2.854 -0.954 2.823 0.36
H 4.001 0.406 3.044 0.52
H 3.758 -0.309 1.421 0.28
H -2.604 3.117 -2.198 0.49
H -3.239 1.877 -1.051 0.52
H -1.962 1.433 -2.214 -0.69
H -2.578 4.552 -0.122 0.46
H -1.150 4.748 0.946 0.42
H -2.415 3.587 1.386 0.33
H -0.284 4.359 -1.993 0.47
H 0.470 2.758 -2.287 0.29
H 1.063 3.771 -0.949 0.34
H 2.814 -2.589 -1.342 0.48
H 1.810 -2.696 0.142 0.05
H 3.441 -1.989 0.228 0.48
H 3.616 0.141 -2.349 0.50
H 4.053 0.623 -0.671 0.45
H 2.882 1.598 -1.607 0.31
H 1.654 -1.257 -3.063 0.52
H 0.502 0.071 -2.754 0.45
H 0.160 -1.542 -2.122 0.45
C -1.894 -1.336 -4.441 1.29
C -3.094 -1.224 -5.169 -0.72
C -3.495 -2.281 -5.985 -0.53
C -2.707 -3.442 -6.071 -0.43
C -1.473 -3.506 -5.415 -0.51
C -1.028 -2.427 -4.641 -0.10
O -1.598 -0.431 -3.453 -0.21
H -2.308 0.239 -3.405 0.21
H -3.715 -0.327 -5.043 0.41
H -4.438 -2.214 -6.527 0.43
H -3.051 -4.285 -6.677 0.45
H -0.856 -4.410 -5.490 0.44
H -0.054 -2.440 -4.156 0.26
N -1.528 0.353 6.229 -0.19
C -2.313 0.898 5.088 -0.68
C -1.610 0.377 3.847 0.91
O -0.744 -0.516 4.033 -0.75
O -1.953 0.888 2.725 -0.72
H -0.953 -0.426 5.838 0.30
H -2.144 0.070 6.987 0.38
H -0.891 1.062 6.642 0.36
H -3.314 0.482 5.159 0.36
H -2.323 1.982 5.118 0.37

# 3
12
Properties=species:S:1:pos:R:3:mulliken_charge:R:1 method="wB97M-V/def2-TZVPD" lumo_energy_ha=0.026 de_lowest_kcal_mol=101.3 smiles="[H]/N=N/C=C.N=C=O" orbital_gap_ev=8.9077
H -0.604 -1.452 -1.485 0.21
N -0.371 -0.974 -0.617 -0.23
N -0.269 0.236 -0.687 -0.24
C 0.147 1.002 0.352 0.22
C -0.701 1.914 0.877 -0.92
H 1.192 1.343 0.277 0.31
H -0.446 2.599 1.638 0.30
H -1.675 1.820 0.632 0.34
N -1.044 -1.021 1.857 -0.44
C 0.046 -1.494 2.118 0.55
O 1.154 -1.703 2.152 -0.33
H -1.724 -1.081 2.541 0.23

# 4
63
Properties=species:S:1:pos:R:3:mulliken_charge:R:1 method="wB97M-V/def2-TZVPD" total_charge=+2 lumo_energy_ha="-0.232 / -0.233" de_lowest_kcal_mol=0.0 orbital_gap_ev="5.1136 / 5.0811"
P -1.741 3.310 0.418 0.93
P -2.368 0.479 -2.477 1.06
C -2.454 3.198 -1.273 -1.04
C -3.215 1.893 -1.669 -1.18
H -1.695 3.470 -2.030 0.66
H -3.182 4.029 -1.298 0.59
H -3.793 1.503 -0.812 0.58
H -3.963 2.188 -2.429 0.65
C -2.006 1.118 -4.132 -1.47
H -1.352 0.428 -4.677 0.43
H -1.505 2.095 -4.070 0.41
H -2.940 1.242 -4.693 0.52
C -3.523 -0.883 -2.703 -1.36
H -4.065 -0.739 -3.650 0.46
H -4.246 -0.915 -1.878 0.44
H -2.984 -1.838 -2.752 0.42
C -1.003 4.947 0.571 -1.38
H -0.215 4.938 1.340 0.40
H -1.789 5.662 0.871 0.46
H -0.565 5.273 -0.385 0.45
C -3.131 3.245 1.578 -1.25
H -3.776 2.381 1.362 0.36
H -3.716 4.172 1.504 0.49
H -2.725 3.152 2.595 0.48
Pb 0.295 -2.899 1.638 0.84
C -0.762 -0.086 -1.849 0.57
C 0.342 0.730 -2.340 -1.81
C 0.614 1.998 -1.761 0.92
C 1.527 1.961 -0.478 -0.88
C 0.786 2.137 0.746 -1.49
C -0.644 1.975 0.967 0.63
C -1.345 0.569 0.669 -0.84
C -0.668 -0.406 -0.298 -1.57
C 1.391 -1.969 3.331 -1.35
H -0.682 -1.060 -2.376 0.76
H 0.957 0.315 -3.137 0.42
H -0.356 2.405 -1.435 -1.73
H 1.060 2.694 -2.487 0.66
H 2.171 1.060 -0.518 0.27
H 2.207 2.830 -0.548 0.55
H 1.347 2.524 1.607 0.62
H -0.766 2.108 2.067 0.85
H -2.408 0.696 0.390 0.35
H -1.414 0.066 1.655 0.34
H 0.390 -0.549 -0.035 0.42
H -1.176 -1.378 -0.150 0.62
H 1.561 -2.775 4.062 0.36
H 0.777 -1.167 3.763 0.38
H 2.346 -1.572 2.961 0.32
Cl 1.208 -5.721 1.823 -0.22
C 2.901 -5.287 1.855 0.57
C 3.788 -6.148 2.490 -0.66
C 5.119 -5.745 2.694 -0.42
C 5.522 -4.477 2.264 -0.60
C 4.641 -3.640 1.588 -0.43
C 3.313 -4.053 1.312 0.87
C 2.375 -3.218 0.538 -1.70
H 3.445 -7.125 2.830 0.41
H 5.819 -6.418 3.193 0.37
H 6.544 -4.145 2.453 0.36
H 4.963 -2.655 1.249 0.32
H 2.751 -2.211 0.336 0.36
H 2.010 -3.711 -0.375 0.47